[1]
Density functional theory data (ωB97M-V with the def2-TZVPD basis set) for a single C2H5B molecule at a distorted geometry.

Last column: Mulliken charge in e.
Element x y z (Å)
H 0.388 -1.648 0.006  0.313
C 1.250 0.191 -0.025  -0.590
B -1.322 0.095 0.014  0.124
C 0.148 -0.586 0.023  -0.237
H -2.574 -0.433 -0.342  -0.040
H -1.118 1.229 0.145  -0.100
H 1.038 1.268 -0.014  0.221
H 2.191 -0.116 0.192  0.310

**Energy relative to the best compared isomer or geometry (same formula, charge and spin)**: 0.931 eV
**HOMO level**: -10.48 eV
**SMILES**: BC=C
**LUMO level**: -0.2 eV

---

[2]
Density functional theory data (ωB97M-V with the def2-TZVPD basis set) for a molecular structure, C24H32GaN10Se2 at a distorted geometry.

Last column: Mulliken charge in e.
Element x y z (Å)
H 0.774 -2.818 -2.471  0.344
H -3.983 1.563 -3.268  0.547
C 2.316 -0.970 2.190  -0.784
Se 0.884 2.646 -3.661  0.148
C 3.328 -2.169 -2.311  -1.186
C 1.319 -3.274 -1.644  -1.335
H 0.643 -3.477 -0.810  0.395
H -1.900 -1.190 -3.876  0.623
C -2.951 -1.996 0.111  -0.050
H 4.981 -0.091 2.122  0.377
N -0.376 0.558 -2.317  -0.008
H 4.732 0.635 0.525  0.361
H -0.706 3.117 3.789  0.511
H -3.680 -2.178 0.886  0.615
C -1.916 1.801 -3.661  -0.856
H -4.872 -0.305 4.027  0.272
Ga 1.479 0.004 -0.730  1.161
C -1.283 1.534 2.674  -0.008
C 0.100 3.488 1.877  -0.125
N -2.254 1.512 3.534  -0.632
H -3.631 -0.170 -1.559  0.607
C -2.079 -0.125 1.435  -0.388
H 1.509 -1.624 1.854  0.313
N 2.386 -2.377 -1.211  0.547
N -0.273 2.582 3.016  0.152
H -3.427 -3.805 -0.911  0.491
H -1.860 4.530 1.997  0.531
H 3.690 -3.792 -0.331  0.394
H -0.696 -1.876 -0.852  -0.411
C -3.189 0.544 3.313  0.313
C 0.826 2.724 0.800  -0.575
C -2.982 -2.830 -1.055  -1.066
H 3.848 -3.097 -2.574  0.395
H 0.572 2.132 3.394  0.401
C -1.156 4.451 -0.004  -0.537
H 3.755 1.162 1.902  0.346
C 3.942 -1.942 0.693  -1.113
N -0.957 -0.908 -0.632  1.138
H 4.070 -1.420 -2.038  0.345
N -1.074 0.787 1.620  0.064
H -2.702 -3.272 -3.070  0.552
C 4.228 0.300 1.432  -1.112
C -2.142 -1.220 -2.822  0.136
H 2.807 -1.434 3.048  0.441
H 4.352 -2.439 1.580  0.386
H -1.955 5.043 -0.423  0.507
C -2.590 -2.515 -2.309  -1.296
H 1.583 2.008 1.099  0.682
N -4.180 0.417 4.161  -0.286
H 0.787 4.246 2.301  0.493
N -3.106 -0.257 2.247  -0.669
C -1.353 -0.318 -1.889  0.720
H 2.293 -3.326 0.646  0.435
C -2.985 1.179 -3.104  -0.884
H 1.720 -4.236 -1.982  0.482
C -0.167 3.906 -0.882  0.255
C 3.054 -2.945 -0.039  -1.032
N 0.682 2.948 -0.456  -0.138
H 1.864 -0.030 2.514  -0.065
H -2.037 2.634 -4.338  0.483
H -4.242 1.023 4.965  0.266
H 4.785 -1.659 0.064  0.499
C -2.027 -1.017 0.306  0.134
C -2.831 0.021 -2.262  -0.272
Se -0.062 4.480 -2.655  0.161
H 2.789 -1.819 -3.192  0.360
C -1.098 4.191 1.314  -0.521
C -0.615 1.473 -3.186  -0.314
N 3.238 -0.720 1.089  0.282

**Energy relative to the best compared isomer or geometry (same formula, charge and spin)**: 5.992 eV
**HOMO level (alpha / beta)**: -15.43 / -15.43 eV
**LUMO level (alpha / beta)**: -11.2 / -11.2 eV
**Total charge**: +3

---

[3]
Density functional theory data (ωB97M-V with the def2-TZVPD basis set) for 2 unconnected molecules or ions with the total composition C28H48Cl2F8INO3P.

Last column: Mulliken charge in e.
Element x y z (Å)
C -5.220 7.434 0.045  0.174
F -7.246 6.755 1.095  -0.285
F -4.744 3.788 0.316  -0.277
H -5.556 -5.956 -2.795  0.276
C 2.731 0.641 0.360  -1.195
H 5.031 -4.610 3.507  0.391
H 0.193 0.563 0.095  0.073
C -1.059 1.863 1.236  -0.866
H -3.666 -2.870 0.633  0.415
H -2.745 -2.742 -1.729  0.394
H 1.143 3.120 0.925  0.467
C -7.003 4.382 -0.059  -0.895
H 4.533 -2.834 -2.556  0.411
H -5.092 -3.779 -0.658  0.471
C -0.124 1.607 0.042  -0.027
H 5.104 -2.374 3.030  0.672
H -7.244 3.728 -0.896  0.429
H 4.323 -0.279 2.338  0.397
C -5.642 -3.170 -1.384  -0.602
H 2.572 1.853 -1.428  0.347
C 5.941 -2.325 2.329  -1.137
F -4.426 6.675 0.829  -0.214
C 5.845 -1.442 -0.271  1.292
F -7.324 7.592 -0.904  -0.303
H -7.928 4.553 0.492  0.329
H -6.545 -2.794 -0.903  0.281
H -0.710 1.702 -0.875  0.367
H -4.213 -4.897 -2.314  0.279
H -2.914 0.733 -0.297  0.266
H 3.212 2.673 -0.022  0.337
H 0.857 3.330 -0.784  0.406
H 6.734 -4.492 4.037  0.327
O -6.523 5.562 -0.671  -0.394
C -3.257 -1.947 0.216  -0.692
O 4.523 -2.137 -3.215  -0.435
F -5.354 8.647 0.618  -0.257
C -3.947 -0.754 0.895  -0.916
H -4.060 -0.976 1.961  0.451
C 8.897 -2.013 -2.024  -0.530
H 7.402 -3.825 1.719  0.358
H -4.765 7.539 -0.941  0.253
H 5.996 -3.441 -1.127  0.560
H -1.326 -0.260 1.506  0.308
H 9.406 -2.567 -2.809  0.375
H 9.224 -2.401 -1.062  0.277
H 2.530 0.780 1.430  0.293
I 7.463 -1.249 3.386  0.263
H 2.077 -0.163 0.026  0.302
C 1.071 2.577 -0.022  -1.296
H -7.003 3.463 2.701  0.299
N 4.646 -0.512 1.407  0.167
C -3.355 -1.933 -1.313  -0.459
O -6.095 -4.009 -2.430  -0.467
H 7.135 -2.744 -3.037  0.397
H 4.848 1.035 -0.015  0.394
H -3.832 1.407 1.030  -0.371
H 5.750 -4.109 1.166  0.209
H -5.286 -1.057 -1.702  0.247
H -0.461 2.157 2.106  0.600
H -1.712 2.713 1.014  0.169
C 4.179 0.191 0.177  0.319
C 4.441 -0.976 -0.817  -0.647
C -4.774 -2.002 -1.892  -0.630
C 5.496 -1.460 1.198  -0.401
C 7.370 -2.094 -2.196  -0.850
H -4.916 -4.771 -3.941  0.264
C -6.021 3.726 2.299  0.061
P 4.294 -0.627 -2.642  0.160
F -5.701 4.979 2.662  -0.226
C 6.633 -2.575 -0.926  -1.048
H -2.220 0.758 2.652  0.319
H -2.194 -1.940 0.480  0.290
H 6.233 -5.729 2.890  0.421
H 7.015 -1.098 -2.467  0.440
H 3.725 -1.760 -0.534  0.745
H -4.707 -2.122 -2.976  0.468
H 7.375 -2.912 -0.202  0.071
Cl 2.232 -0.563 -2.731  -0.189
Cl 9.485 -0.331 -2.132  -0.202
C -5.997 3.571 0.775  1.082
C 6.073 -4.696 3.195  -1.409
C -3.194 0.568 0.750  0.325
C -5.144 -4.948 -2.886  -0.709
H -2.891 -1.004 -1.663  0.153
C -6.608 6.791 -0.083  0.813
F -5.094 2.887 2.824  -0.232
C -1.925 0.650 1.604  -0.755
H 6.476 -0.539 -0.351  0.250
C 2.442 1.965 -0.350  -0.533
C 6.355 -3.766 2.013  -0.415
H -4.950 -0.641 0.474  0.294
F -6.295 2.257 0.547  -0.336

**HOMO level**: -10.79 eV
**LUMO level**: -4.4 eV
**Total charge**: +1

---

[4]
Density functional theory data (ωB97M-V with the def2-TZVPD basis set) for 24 unconnected molecules or ions with the total composition C4H52O26 at a distorted geometry.

Last column: Mulliken charge in e.
Element x y z (Å)
H 16.994 1.386 6.835  0.404
O 15.597 1.824 10.239  -0.634
H 10.737 0.056 8.390  0.508
H 13.605 -1.114 9.543  -0.160
C 12.638 -0.115 7.462  1.819
H 12.441 -3.655 2.769  0.285
O 14.815 -3.285 4.296  -0.782
H 13.052 1.829 8.964  0.518
H 9.369 -0.650 3.898  0.269
H 14.341 1.237 7.598  0.319
H 14.276 -0.640 6.233  -0.173
H 16.001 -4.227 7.399  0.332
H 13.267 -1.064 3.816  0.298
O 12.016 -0.197 11.632  -0.744
H 13.790 -2.509 9.814  0.442
O 11.233 -3.235 10.853  -0.617
H 10.431 -0.581 10.842  0.343
H 11.041 2.968 6.838  0.342
H 16.495 1.612 10.263  0.242
O 10.534 2.962 7.681  -0.794
O 13.519 0.299 8.586  -1.151
H 13.740 -1.993 7.188  0.026
O 16.257 -1.040 8.453  -0.717
H 12.443 0.779 6.920  -0.010
H 9.781 -2.333 8.238  0.155
H 9.424 -3.294 4.889  0.245
O 12.344 -2.863 3.322  -0.694
O 15.428 -4.483 6.709  -0.720
H 10.653 -2.554 10.469  0.370
H 8.647 1.404 6.009  0.249
O 8.059 -0.450 8.682  -0.717
H 9.125 -0.892 10.036  0.511
H 11.773 -3.197 3.973  0.397
H 14.913 -3.663 5.170  0.442
H 7.617 -1.097 8.199  0.277
O 10.254 -0.358 4.223  -0.672
H 11.148 2.721 8.379  0.331
O 7.544 -2.840 7.417  -0.828
H 11.990 2.506 9.862  0.321
H 9.998 -0.020 5.074  0.462
H 12.438 -3.865 9.099  0.215
H 14.568 -4.356 7.108  0.317
H 10.774 -3.705 11.561  0.216
H 13.883 -3.176 4.073  0.394
H 15.516 -0.491 8.336  0.369
H 10.328 -2.030 5.013  0.324
H 15.355 1.605 9.340  0.274
O 13.186 -4.162 8.566  -0.634
H 12.634 0.480 11.980  0.315
H 12.304 3.654 5.722  0.335
H 15.784 -1.597 4.734  0.301
O 16.495 -0.976 4.844  -0.649
C 8.241 -3.588 8.116  0.553
H 16.713 -0.605 3.996  0.281
O 12.098 2.752 5.430  -0.705
O 17.554 0.628 6.745  -0.815
H 10.777 -1.302 7.419  -0.092
H 13.637 -4.771 9.104  0.277
O 14.440 1.779 4.513  -0.556
O 12.751 2.698 9.300  -0.978
H 12.544 -0.709 11.001  0.425
H 17.048 0.083 6.114  0.441
O 13.662 -1.734 10.317  -0.769
O 7.922 -4.751 8.182  -0.782
O 13.592 -0.392 3.182  -0.752
H 9.836 1.592 6.852  0.393
H 8.284 0.133 8.006  0.381
H 14.149 1.021 3.985  0.449
H 11.610 -1.347 8.982  0.401
C 11.387 -0.743 8.141  -0.688
H 12.811 -0.200 2.652  0.276
O 9.559 -0.995 10.894  -0.764
O 9.246 0.876 6.512  -0.773
H 17.021 -0.638 7.980  0.451
O 10.206 -2.916 5.290  -0.629
H 12.891 2.364 5.090  0.244
O 9.445 -3.214 8.545  -0.262
C 13.401 -1.148 6.617  0.787
H 14.973 1.657 6.184  0.316
H 12.804 -1.490 5.765  -0.706
O 14.950 1.819 7.142  -0.840
H 14.953 2.341 3.957  0.164

**HOMO level**: -1.89 eV
**LUMO level**: 3.7 eV
**Total charge**: -2

---

[5]
Density functional theory data (ωB97M-V with the def2-TZVPD basis set) for a molecular structure, C13H24CaN4O5S2 at a distorted geometry.

Last column: Mulliken charge in e.
Element x y z (Å)
C 0.252 -0.081 3.564  0.039
H -1.053 -2.692 -4.026  0.305
O 2.154 -1.640 0.417  -0.607
C 1.790 1.702 -0.730  -1.084
C -1.086 -1.706 2.649  0.374
H 2.349 2.581 -0.993  0.442
C -0.411 -1.116 -2.737  -0.246
N -1.405 0.301 -1.126  0.159
H -2.836 -2.725 2.108  0.440
C -0.402 -1.822 -4.032  -1.574
C 1.659 3.060 2.362  0.644
S -1.049 -2.177 4.355  -0.191
H 0.595 -2.140 -4.233  0.408
S 2.225 3.352 4.000  -0.197
C 0.978 1.158 3.488  0.158
O -2.637 0.590 -0.532  -0.623
O -3.406 2.995 -0.389  -0.682
H 2.699 -0.242 -2.527  0.374
N 0.655 -1.059 -1.892  0.770
H 2.805 -1.999 1.030  0.212
H -3.783 3.122 0.509  0.320
H 0.347 -0.562 5.669  0.348
N 1.028 1.882 2.276  -0.342
C 1.594 1.847 4.528  -0.550
H 4.111 0.130 -2.354  0.259
H 2.739 3.948 0.819  0.230
C -1.869 -2.431 1.660  -0.790
H -0.729 -1.160 -4.832  0.341
Ca 0.666 0.175 0.391  1.751
H 2.525 0.985 -0.152  0.270
C -2.883 -0.598 -2.960  -1.415
H -2.038 -1.790 0.774  0.006
H 1.637 1.448 5.517  0.387
N -0.338 -0.621 2.377  -0.285
H 0.976 3.995 0.551  0.263
H 2.285 -1.963 -0.532  0.275
O 1.676 -1.798 -2.208  -1.040
H -1.339 -3.353 1.359  0.259
C -0.044 -0.825 4.688  -0.452
H 1.716 5.047 1.815  0.471
H -3.697 -0.125 -2.422  0.362
C -1.569 -0.414 -2.221  0.521
H -2.841 3.818 -0.518  0.337
H -3.100 -1.669 -3.119  0.308
C 1.763 4.066 1.313  -1.204
H 0.923 1.377 -1.489  -0.035
H -2.774 1.572 -0.558  0.503
H -2.772 -0.130 -3.956  0.339
O 3.279 0.536 -2.514  -0.557

**HOMO level**: -4.77 eV
**LUMO level**: -0.1 eV

---

[6]
Density functional theory data (ωB97M-V with the def2-TZVPD basis set) for 3 unconnected molecules or ions with the total composition C8H16O2.

Last column: Mulliken charge in e.
Element x y z (Å)
C -1.691 0.964 1.415  -0.668
H 2.033 -0.836 1.524  0.479
H -1.582 1.973 1.034  0.359
H -3.121 -0.319 1.667  0.332
H -0.647 0.434 -2.434  0.426
H -2.218 -1.220 -0.435  0.458
H -0.898 -1.883 -1.400  0.399
C -0.815 0.893 -1.459  -1.680
C -1.140 -1.398 -0.453  -1.780
C 0.471 0.245 0.595  0.587
H 1.851 -1.845 -1.477  0.263
H -0.883 -2.082 0.351  0.314
C 0.971 -0.642 1.690  -1.581
O 1.001 1.489 0.575  -0.484
H -1.880 1.125 -1.370  0.443
C 2.640 0.082 -1.800  -0.625
H 3.481 -0.209 -2.439  0.292
O -2.984 0.499 1.178  -0.492
H 2.562 1.155 -1.618  0.203
H 0.457 -1.596 1.724  0.306
C -0.431 -0.083 -0.386  1.329
H -1.349 0.841 2.443  0.352
C 1.768 -0.771 -1.286  -0.360
H 0.846 -0.144 2.655  0.437
H -0.241 1.814 -1.407  0.320
H 1.800 1.514 1.112  0.371

**Energy relative to the best compared isomer or geometry (same formula, charge and spin)**: 7.154 eV
**HOMO level (alpha / beta)**: -6.18 / -6.57 eV
**LUMO level (alpha / beta)**: 0.6 / 0.6 eV

---

| no. | E (eV) |
| --- | --- |
| 1 | -2828.845 |
| 2 | -223348.497 |
| 3 | -101616.154 |
| 4 | -58231.130 |
| 5 | -70173.774 |
| 6 | -12644.228 |